Entry from OMol25: a molecular structure, C6H14CuF3N4O4 (ωB97M-V/def2-TZVPD).

Computed properties:
Orbital gap ... 4.9 eV
Highest occupied orbital energy ... -6.91 eV
2S+1 ... 1
Max |F| ... 9.1 eV Å⁻¹

Atoms and positions in Å:
Cu (2.522, -0.309, 0.690)
C (-0.986, -1.104, 2.970)
O (-1.029, -0.070, 1.955)
O (0.378, -1.555, 2.928)
C (-1.629, -0.773, 4.382)
F (-2.915, -1.118, 4.429)
F (-0.950, -1.298, 5.369)
F (-1.572, 0.569, 4.681)
C (-2.401, 0.218, 1.421)
C (-2.577, 1.746, 1.513)
H (-3.543, 2.056, 1.115)
H (-2.451, 2.105, 2.535)
H (-1.998, 2.276, 0.757)
H (-3.263, -0.379, 1.718)
H (-2.363, -0.076, 0.372)
H (-1.574, -1.959, 2.637)
C (1.137, -2.962, -2.268)
O (0.935, -1.749, -2.084)
N (1.183, -3.626, -3.325)
N (1.525, -3.799, -1.319)
H (1.638, -4.527, -3.332)
H (1.088, -3.227, -4.248)
H (1.314, -4.740, -1.619)
H (1.580, -3.566, -0.338)
C (1.953, 3.236, -2.221)
O (2.174, 2.680, -1.135)
N (2.538, 2.774, -3.235)
N (1.363, 4.358, -2.386)
H (3.159, 2.037, -2.930)
H (2.387, 3.118, -4.172)
H (1.107, 4.884, -1.562)
H (1.270, 4.776, -3.301)